# 1
Below is a molecular structure, C11H19BF2N5O4S2Tc, with properties calculated with wB97M-V/def2-TZVPD.

```
45
Properties=species:S:1:pos:R:3
Tc -0.09 -0.07 0.32
N 1.81 -0.41 -0.69
C 1.93 0.48 -1.88
C 0.59 0.55 -2.57
N -0.50 0.89 -1.61
C -0.99 2.28 -1.65
C -0.11 3.31 -0.99
N -0.07 3.13 0.48
H 2.62 -0.29 -0.08
H 1.83 -1.38 -1.01
H 2.69 0.10 -2.56
H 2.26 1.45 -1.52
H 0.33 -0.41 -3.01
H 0.62 1.29 -3.38
H -1.33 0.33 -1.87
H -1.98 2.26 -1.18
H -1.14 2.57 -2.70
H -0.50 4.30 -1.22
H 0.92 3.27 -1.35
H -1.02 3.07 0.85
H 0.36 3.95 0.92
N -1.34 0.06 3.41
C -0.25 -0.70 3.30
N 0.25 -1.09 2.13
C 1.28 -2.03 2.33
C 1.83 -2.87 1.37
C 2.85 -3.73 1.73
C 3.30 -3.79 3.05
C 2.69 -3.02 4.04
C 1.67 -2.17 3.66
S 0.63 -1.22 4.70
H -1.96 0.11 2.61
H -1.70 0.29 4.32
H 1.39 -2.93 0.38
H 3.27 -4.39 1.00
H 4.09 -4.47 3.32
H 2.99 -3.12 5.07
O -2.01 0.03 0.69
S -2.54 -1.14 -0.33
O -3.00 -0.42 -1.49
O -1.19 -1.76 -0.62
O -3.43 -1.97 0.39
F 0.73 1.93 2.39
B 0.81 1.86 1.01
F 2.10 2.11 0.55
```

Energy relative to the best compared isomer or geometry (same formula, charge and spin)   0.541 eV
Multiplicity   4
LUMO (alpha / beta)   -2.552 / -4.170 eV
Charge   +1

# 2
Below is a molecular structure, C12H36BBeF4O6S6 at a distorted geometry, with properties calculated with wB97M-V/def2-TZVPD.

```
66
Properties=species:S:1:pos:R:3
Be -1.54 -1.81 2.03
B -0.41 0.37 -0.08
F -0.09 0.08 1.14
F 0.63 0.13 -0.93
F -1.48 -0.45 -0.46
F -0.74 1.78 -0.06
C 3.11 -2.48 3.87
S 1.96 -2.40 2.39
O 0.62 -1.77 2.92
C 2.78 -1.05 1.37
H 2.59 -3.06 4.63
H 3.24 -1.49 4.32
H 4.10 -2.85 3.64
H 3.87 -1.14 1.45
H 2.43 -0.11 1.78
H 2.45 -1.22 0.34
C -0.02 -5.46 -1.06
S -0.13 -3.61 -1.24
O -0.23 -3.10 0.21
C 1.64 -3.26 -1.78
H -1.02 -5.85 -0.93
H 0.51 -5.62 -0.12
H 0.48 -6.07 -1.82
H 1.73 -3.77 -2.74
H 2.35 -3.72 -1.10
H 1.95 -2.22 -1.89
C -0.63 2.55 3.67
S -0.95 1.13 4.74
O -1.43 -0.01 3.87
C 0.79 0.79 5.17
H 0.02 2.36 2.81
H -0.06 3.28 4.25
H -1.55 2.99 3.29
H 1.26 1.73 5.45
H 1.29 0.39 4.28
H 0.89 0.02 5.93
C -1.52 -1.96 -4.78
S 0.15 -1.12 -4.43
O 0.77 -0.93 -5.80
C -0.58 0.58 -4.07
H -1.46 -2.81 -5.45
H -2.26 -1.28 -5.20
H -1.78 -2.38 -3.81
H -1.23 1.04 -4.81
H 0.19 1.34 -4.07
H -1.04 0.56 -3.07
C 1.87 3.20 -1.98
S 1.39 4.49 -3.17
O 2.13 5.74 -2.64
C 2.55 3.82 -4.48
H 2.94 3.12 -1.80
H 1.43 2.20 -2.07
H 1.44 3.39 -1.00
H 3.58 3.72 -4.13
H 2.58 4.54 -5.29
H 2.30 2.85 -4.90
C -5.19 1.48 2.90
S -4.50 0.49 1.52
O -3.31 -0.28 2.06
C -3.81 1.84 0.54
H -6.22 1.82 2.76
H -4.58 2.32 3.25
H -5.28 0.71 3.66
H -4.63 2.41 0.09
H -3.15 1.51 -0.26
H -3.15 2.50 1.11
```

Energy relative to the best compared isomer or geometry (same formula, charge and spin)   3.219 eV
LUMO   -5.798 eV
Charge   +1

# 3
Below is a molecular structure, C22H56GaN3O8P at a distorted geometry, with properties calculated with wB97M-V/def2-TZVPD.

```
91
Properties=species:S:1:pos:R:3
C 2.29 3.26 5.94
C 2.03 4.21 4.74
C 1.38 3.54 3.49
C 1.64 2.02 3.33
C 0.65 1.10 4.14
Ga -0.04 -0.53 3.11
C 1.48 -1.66 2.23
C 2.72 -1.83 3.14
O 2.22 -2.06 4.48
C -1.05 -1.79 4.42
N -0.63 -1.62 5.84
C -1.75 -1.15 6.68
C -1.32 -0.04 1.54
P -2.69 1.08 1.99
O -3.85 0.84 1.04
O -2.23 2.68 1.82
O -3.17 0.88 3.57
H 1.34 2.79 6.24
H 2.64 3.82 6.82
H 2.98 2.44 5.69
H 2.95 4.78 4.50
H 1.32 4.98 5.11
H 1.83 4.04 2.60
H 0.31 3.79 3.44
H 1.47 1.79 2.25
H 2.70 1.74 3.51
H 1.20 0.79 5.06
H -0.18 1.75 4.52
H 1.69 -1.22 1.24
H 1.05 -2.67 2.07
H 3.33 -2.71 2.88
H 3.31 -0.90 3.07
H 2.90 -1.69 5.05
H -2.11 -1.48 4.37
H -0.92 -2.86 4.17
H 0.10 -0.92 5.94
H -1.55 -1.29 7.76
H -1.88 -0.06 6.48
H -2.68 -1.70 6.46
H -0.68 0.37 0.74
H -1.76 -1.00 1.23
H -1.41 2.68 1.33
H -3.16 1.74 4.01
C -0.44 -6.83 -1.14
O -0.29 -6.18 -2.39
C -1.53 -5.78 -2.96
C -1.59 -4.26 -3.07
N -1.70 -3.66 -1.75
C -1.54 -2.20 -1.76
C -0.16 -1.65 -2.12
O 0.86 -1.97 -1.18
C 1.52 -3.19 -1.41
H 0.55 -7.15 -0.81
H -0.85 -6.15 -0.39
H -1.08 -7.71 -1.23
H -2.38 -6.16 -2.39
H -1.58 -6.21 -3.97
H -2.46 -3.98 -3.67
H -0.68 -3.93 -3.59
H -0.98 -4.06 -1.15
H -1.77 -1.86 -0.75
H -2.28 -1.76 -2.42
H -0.23 -0.56 -2.13
H 0.15 -1.93 -3.14
H 1.60 -3.42 -2.48
H 1.03 -4.01 -0.88
H 2.53 -3.10 -1.01
C -2.14 1.46 -3.78
O -0.86 1.10 -4.27
C -0.81 1.00 -5.68
C 0.15 2.04 -6.24
N -0.39 3.38 -6.08
C 0.57 4.44 -6.38
C 1.77 4.59 -5.44
O 1.42 5.00 -4.13
C 1.13 3.94 -3.23
H -2.10 1.46 -2.69
H -2.41 2.47 -4.11
H -2.90 0.75 -4.10
H -1.80 1.10 -6.14
H -0.43 0.00 -5.93
H 0.33 1.84 -7.30
H 1.11 1.92 -5.71
H -0.70 3.49 -5.12
H 0.02 5.38 -6.36
H 0.93 4.31 -7.41
H 2.40 5.39 -5.85
H 2.40 3.69 -5.42
H 1.72 3.05 -3.44
H 0.07 3.70 -3.24
H 1.38 4.29 -2.22
```

LUMO   2.379 eV
Charge   -1

# 4
Below is 9 unconnected molecules or ions with the total composition C18H52N2O9 at a distorted geometry, with properties calculated with wB97M-V/def2-TZVPD.

```
81
Properties=species:S:1:pos:R:3
C 7.60 -0.30 1.68
C 6.37 -0.31 0.79
C 5.98 1.14 0.44
C 6.70 -1.05 -0.53
C 5.55 -1.73 -1.26
C 4.64 -2.49 -0.33
C 4.16 -1.67 0.88
C 3.07 -0.68 0.44
C 3.56 -2.63 1.91
N 5.31 -1.02 1.52
O 4.92 -0.30 2.66
H 8.01 -1.30 1.77
H 8.32 0.41 1.29
H 7.32 0.04 2.67
H 6.80 1.66 -0.04
H 5.12 1.15 -0.24
H 5.70 1.73 1.31
H 7.22 -0.33 -1.16
H 7.50 -1.77 -0.32
H 4.96 -0.99 -1.82
H 5.98 -2.34 -2.05
H 5.05 -3.42 0.05
H 3.73 -2.78 -0.87
H 2.11 -1.14 0.18
H 3.33 -0.09 -0.44
H 2.84 0.02 1.25
H 2.55 -2.92 1.64
H 3.49 -2.15 2.88
H 4.18 -3.51 2.04
H 4.45 0.49 2.38
C -2.65 3.77 -2.56
C -3.21 2.51 -1.89
C -3.00 1.36 -2.85
C -2.42 2.24 -0.60
C -2.90 3.09 0.57
C -4.38 2.89 0.79
C -5.24 3.24 -0.44
C -6.63 2.67 -0.22
C -5.33 4.76 -0.59
N -4.63 2.60 -1.60
O -5.36 2.94 -2.78
H -1.66 3.57 -2.98
H -3.26 4.09 -3.40
H -2.57 4.60 -1.85
H -3.53 1.53 -3.78
H -1.94 1.16 -3.00
H -3.42 0.44 -2.41
H -2.50 1.16 -0.41
H -1.38 2.47 -0.80
H -2.31 2.85 1.45
H -2.72 4.14 0.32
H -4.74 3.47 1.64
H -4.61 1.86 1.09
H -7.27 2.92 -1.08
H -7.10 3.13 0.64
H -6.64 1.58 -0.15
H -4.41 5.20 -0.96
H -5.62 5.21 0.37
H -6.14 5.03 -1.28
H -5.81 2.12 -3.01
O -1.33 -4.56 2.64
H -1.82 -4.88 1.87
H -1.79 -4.93 3.39
O -1.57 -1.62 0.75
H -0.96 -1.24 0.11
H -1.22 -2.51 0.90
O -1.84 -5.53 -0.29
H -2.03 -4.64 -0.62
H -1.84 -6.07 -1.09
O -0.59 -1.84 -1.97
H 0.07 -2.52 -1.79
H -0.28 -1.37 -2.75
O -2.79 -1.55 3.40
H -2.50 -1.58 2.47
H -2.12 -2.07 3.85
O 0.30 -3.68 0.26
H 1.25 -3.70 0.40
H -0.02 -4.53 0.58
O -4.39 -0.60 0.47
H -4.24 -0.41 -0.46
H -3.52 -0.50 0.87
```

Energy relative to the best compared isomer or geometry (same formula, charge and spin)   0.186 eV
SMILES   CC1(C)CCCC(C)(C)N1O.CC1(C)CCCC(C)(C)N1O.O.O.O.O.O.O.O
LUMO   -0.020 eV

# 5
Below is C3H5ClN2S in the gas phase at a distorted geometry, with properties calculated with wB97M-V/def2-TZVPD.

```
12
Properties=species:S:1:pos:R:3
C 0.77 -1.11 -0.77
C -0.55 -0.61 1.25
C -1.55 0.41 0.71
N 0.30 -1.14 0.45
N 1.81 1.45 -1.40
S 1.59 -0.01 -1.95
Cl 3.33 2.08 -1.17
H 0.51 -2.02 -1.24
H -0.67 -0.91 2.25
H -2.26 0.38 1.52
H -2.10 0.05 -0.24
H -1.18 1.43 0.58
```

Energy relative to the best compared isomer or geometry (same formula, charge and spin)   3.924 eV
LUMO (alpha / beta)   -0.675 / -0.673 eV

# 6
Below is C3H5NOS in the gas phase, with properties calculated with wB97M-V/def2-TZVPD.

```
11
Properties=species:S:1:pos:R:3
O 1.84 -0.59 -1.37
C 1.33 0.47 -1.15
C 0.15 0.64 -0.23
N -0.23 -0.65 0.30
C -1.25 -0.82 1.14
S -2.24 0.36 1.72
H 1.70 1.42 -1.60
H 0.40 1.34 0.57
H -0.66 1.11 -0.80
H 0.33 -1.41 -0.01
H -1.38 -1.87 1.43
```

Energy relative to the best compared isomer or geometry (same formula, charge and spin)   0.866 eV
SMILES   O=CCNC=S
LUMO   0.743 eV

# 7
Below is a molecular structure, C51H71HfN3P at a distorted geometry, with properties calculated with wB97M-V/def2-TZVPD.

```
127
Properties=species:S:1:pos:R:3
Hf -0.13 -0.22 0.32
C 3.37 0.58 -4.25
C 2.98 -0.62 -3.38
C 1.49 -0.89 -3.52
C 3.58 -0.49 -1.98
C 4.91 -0.90 -1.88
C 5.60 -0.85 -0.69
C 4.96 -0.40 0.45
C 3.64 0.02 0.41
C 2.98 0.55 1.67
C 2.94 2.08 1.66
C 3.60 0.07 2.97
C 2.96 -0.02 -0.82
N 1.59 0.45 -0.85
C 1.37 1.56 -1.49
C 0.13 2.19 -1.85
C 0.29 3.47 -2.44
C -0.76 4.18 -2.93
C -2.04 3.61 -2.87
C -2.24 2.37 -2.32
C -1.18 1.62 -1.78
N -1.39 0.39 -1.23
C -2.67 -0.26 -1.42
C -2.92 -0.96 -2.62
C -4.12 -1.65 -2.74
C -5.06 -1.66 -1.72
C -4.81 -0.93 -0.57
C -3.63 -0.21 -0.41
C -3.46 0.62 0.85
C -4.63 1.59 1.06
C -3.27 -0.27 2.07
C -1.97 -0.93 -3.80
C -1.62 -2.34 -4.28
C -2.55 -0.11 -4.95
H 3.08 0.41 -5.29
H 4.45 0.77 -4.23
H 2.87 1.49 -3.92
H 3.49 -1.49 -3.80
H 0.90 0.02 -3.44
H 1.11 -1.61 -2.79
H 1.30 -1.30 -4.51
H 5.40 -1.27 -2.77
H 6.63 -1.18 -0.65
H 5.50 -0.37 1.39
H 1.94 0.19 1.68
H 3.96 2.47 1.59
H 2.49 2.46 2.57
H 2.37 2.48 0.82
H 4.55 0.57 3.16
H 3.78 -1.01 2.97
H 2.94 0.30 3.80
H 2.26 2.10 -1.82
H 1.29 3.89 -2.49
H -0.62 5.16 -3.37
H -2.89 4.16 -3.26
H -3.24 1.95 -2.28
H -4.33 -2.19 -3.65
H -5.98 -2.20 -1.83
H -5.56 -0.91 0.21
H -2.57 1.24 0.74
H -5.54 1.06 1.34
H -4.84 2.16 0.15
H -4.39 2.29 1.86
H -4.14 -0.92 2.21
H -3.14 0.33 2.97
H -2.40 -0.92 1.98
H -1.05 -0.45 -3.47
H -2.49 -2.83 -4.72
H -1.25 -2.96 -3.47
H -0.85 -2.29 -5.05
H -3.45 -0.59 -5.35
H -1.83 -0.02 -5.76
H -2.83 0.89 -4.63
C -0.29 1.14 2.02
C -0.40 1.85 3.01
C -0.52 2.69 4.16
C -0.99 4.00 4.04
C -1.11 4.80 5.16
C -0.76 4.31 6.41
C -0.30 3.00 6.54
C -0.18 2.19 5.42
H -1.25 4.38 3.06
H -1.47 5.82 5.06
H -0.85 4.93 7.29
H -0.03 2.62 7.51
H 0.18 1.18 5.51
C -1.60 -3.71 3.27
C -0.10 -3.79 2.93
C 0.55 -2.58 3.62
C 0.47 -5.08 3.53
P 0.09 -3.65 1.06
N -0.17 -2.14 0.64
C -1.18 -4.72 0.18
C -1.33 -6.14 0.74
C -2.54 -4.01 0.20
C -0.76 -4.81 -1.29
C 1.84 -4.14 0.56
C 2.81 -3.42 1.50
C 2.14 -3.60 -0.85
C 2.12 -5.64 0.59
H -1.69 -3.62 4.35
H -2.14 -4.61 2.97
H -2.07 -2.84 2.82
H 0.20 -2.55 4.66
H 0.27 -1.63 3.16
H 1.64 -2.64 3.65
H 0.19 -5.11 4.59
H 1.55 -5.12 3.48
H 0.06 -5.97 3.06
H -1.76 -6.16 1.74
H -0.39 -6.69 0.76
H -2.02 -6.68 0.09
H -3.02 -4.03 1.17
H -3.20 -4.53 -0.50
H -2.46 -2.97 -0.13
H 0.09 -5.47 -1.45
H -0.54 -3.83 -1.70
H -1.60 -5.23 -1.86
H 2.59 -2.36 1.58
H 3.82 -3.52 1.10
H 2.81 -3.85 2.50
H 1.77 -2.58 -0.98
H 1.74 -4.22 -1.64
H 3.23 -3.57 -0.98
H 1.96 -6.08 1.57
H 3.18 -5.79 0.33
H 1.54 -6.19 -0.14
```

LUMO   -3.105 eV
Charge   +1